Formula: C10H14N4
Source: the Open Molecules 2025 dataset
Level of theory: ωB97M-V/def2-TZVPD

Its charge is +2. Its SMILES is C1=N[C@H]([NH2+]C2CCC2)[n+]2ccncc21. The value obtained for the highest occupied orbital energy is -0.65234 hartree. For the electronic energy, the calculation gives -607.63544 Eh.

Last column: Löwdin charge in e.
Positions of all 28 atoms, in Å:
N 2.47 -0.37 -3.77  0.147
N 0.75 -0.06 -1.60  0.086
N -0.23 1.66 -0.69  0.154
N 0.11 -0.42 0.67  0.127
C -0.18 0.20 -0.65  -0.324
C -2.02 0.52 1.84  -0.094
C -1.06 -0.64 1.68  -0.275
C 1.02 -1.62 -2.39  0.221
C -1.67 0.48 3.39  -0.143
C 0.49 2.15 -1.61  0.039
C 2.10 0.81 -3.39  0.016
C 1.91 -1.54 -3.39  -0.082
C 1.16 0.99 -2.32  -0.046
C -0.61 -0.61 3.16  -0.108
H 2.58 1.67 -3.81  0.142
H 2.38 -2.47 -3.78  0.162
H -1.64 1.37 1.35  0.080
H -0.97 -1.49 3.66  0.119
H 0.50 -0.21 3.31  0.164
H -1.10 1.33 3.83  0.122
H -2.55 0.27 4.09  0.149
H -3.11 0.23 1.81  0.154
H 0.77 3.26 -1.79  0.191
H 0.49 -1.38 0.37  0.204
H -1.26 -0.31 -0.87  0.256
H 0.73 0.15 1.43  0.245
H -1.52 -1.60 1.30  0.171
H 0.47 -2.37 -1.81  0.121